Record 1
{"formula": "C24H56O13S9Tl", "method": "wB97M-V/def2-TZVPD", "species": ["Tl", "C", "C", "C", "O", "C", "C", "C", "O", "O", "O", "H", "H", "C", "S", "O", "C", "H", "H", "H", "H", "H", "H", "C", "S", "O", "C", "H", "H", "H", "H", "H", "H", "C", "S", "O", "C", "H", "H", "H", "H", "H", "H", "C", "S", "O", "C", "H", "H", "H", "H", "H", "H", "C", "S", "O", "C", "H", "H", "H", "H", "H", "H", "C", "S", "O", "C", "H", "H", "H", "H", "H", "H", "C", "S", "O", "C", "H", "H", "H", "H", "H", "H", "C", "S", "O", "C", "H", "H", "H", "H", "H", "H", "C", "S", "O", "C", "H", "H", "H", "H", "H", "H"], "positions_angstrom": [[-1.107, -1.935, -4.289], [-0.356, 0.486, 0.150], [-0.233, 0.049, 1.427], [-0.048, -1.468, 1.723], [0.089, -1.945, 2.976], [-0.230, -2.435, 0.744], [-0.531, -2.038, -0.642], [-0.348, -0.500, -0.966], [-0.170, -0.153, -2.196], [-0.734, -2.821, -1.596], [-0.324, 0.956, 2.355], [-0.582, 1.529, -0.019], [-0.272, -3.504, 0.895], [-5.398, 4.947, -0.925], [-4.876, 4.568, 0.814], [-6.114, 3.968, 1.449], [-3.755, 3.108, 0.531], [-4.503, 5.368, -1.382], [-6.223, 5.647, -1.058], [-5.766, 4.085, -1.481], [-4.317, 2.388, -0.064], [-3.666, 2.591, 1.486], [-2.809, 3.399, 0.075], [0.852, 3.957, -0.218], [2.278, 5.174, -0.239], [1.970, 6.021, 1.018], [3.519, 3.997, 0.122], [0.856, 3.151, 0.516], [0.862, 3.405, -1.158], [-0.112, 4.461, -0.140], [3.486, 3.686, 1.166], [4.494, 4.454, -0.047], [3.419, 3.109, -0.503], [1.686, -5.544, 3.470], [3.350, -5.345, 2.835], [3.504, -6.073, 1.509], [3.100, -3.501, 2.440], [1.561, -5.462, 4.550], [1.294, -6.531, 3.223], [1.019, -4.786, 3.060], [3.991, -3.196, 1.891], [2.980, -2.891, 3.336], [2.251, -3.306, 1.785], [3.566, -0.432, 1.196], [4.533, 0.444, 2.531], [5.211, 1.642, 1.771], [3.034, 1.018, 3.455], [2.715, -0.909, 1.681], [4.232, -1.162, 0.735], [3.036, 0.199, 0.484], [2.553, 0.128, 3.860], [2.359, 1.484, 2.737], [3.278, 1.813, 4.159], [2.366, -4.678, -2.380], [2.722, -3.118, -3.206], [1.530, -2.538, -3.828], [3.251, -2.020, -1.831], [2.421, -5.538, -3.047], [1.321, -4.650, -2.071], [3.115, -5.027, -1.669], [4.328, -2.105, -1.682], [2.734, -2.456, -0.976], [2.887, -0.999, -1.947], [-2.617, -6.146, -1.528], [-3.988, -5.473, -0.521], [-4.605, -6.735, 0.110], [-2.957, -4.552, 0.730], [-1.708, -5.615, -1.244], [-2.774, -5.868, -2.570], [-2.557, -7.234, -1.507], [-2.445, -5.421, 1.143], [-3.571, -3.945, 1.395], [-2.433, -3.807, 0.130], [-4.263, -0.958, -0.072], [-3.634, -0.532, -1.719], [-3.235, -1.855, -2.323], [-5.244, -0.139, -2.447], [-3.583, -1.570, 0.521], [-5.219, -1.473, -0.164], [-4.526, -0.018, 0.413], [-5.839, 0.579, -1.883], [-5.875, -1.013, -2.606], [-5.025, 0.433, -3.349], [3.941, 0.807, -5.008], [2.227, 1.106, -5.563], [1.452, -0.190, -5.455], [1.694, 2.179, -4.081], [4.390, 0.258, -5.835], [3.834, 0.191, -4.115], [4.507, 1.725, -4.846], [0.717, 2.605, -4.307], [2.355, 3.046, -4.071], [1.772, 1.570, -3.180], [-0.090, 4.333, 3.540], [-1.605, 5.328, 3.818], [-1.836, 5.383, 5.310], [-0.875, 6.884, 3.184], [0.053, 4.341, 2.459], [-0.181, 3.281, 3.811], [0.766, 4.767, 4.057], [-0.417, 6.733, 2.206], [-0.167, 7.269, 3.919], [-1.718, 7.562, 3.052]], "total_charge": 0, "s_squared": 0.812, "homo_ev": [-8.56, -8.56], "total_energy_ha": -5681.88174, "multiplicity": 2, "orbital_gap_ev": [7.0, 5.0]}



Record 2
{"formula": "C24H57BF4NO15P3", "method": "wB97M-V/def2-TZVPD", "species": ["C", "C", "C", "C", "C", "C", "N", "O", "C", "C", "C", "H", "H", "H", "H", "H", "H", "H", "H", "H", "H", "H", "H", "H", "H", "H", "H", "H", "H", "B", "F", "F", "F", "F", "C", "C", "O", "C", "H", "H", "H", "H", "H", "H", "C", "C", "O", "C", "H", "H", "H", "H", "H", "H", "C", "O", "P", "O", "O", "C", "O", "C", "H", "H", "H", "H", "H", "H", "H", "H", "H", "C", "O", "P", "O", "O", "C", "O", "C", "H", "H", "H", "H", "H", "H", "H", "H", "H", "C", "O", "P", "O", "O", "C", "O", "C", "H", "H", "H", "H", "H", "H", "H", "H", "H"], "positions_angstrom": [[0.590, 2.409, -2.054], [-0.119, 3.637, -2.661], [-1.641, 3.570, -2.957], [-2.627, 3.791, -1.815], [-2.414, 5.021, -1.226], [-0.917, 5.400, -0.708], [0.082, 4.861, -1.706], [1.202, 5.468, -1.657], [-0.597, 4.470, 0.552], [-0.737, 6.817, -0.451], [0.711, 3.963, -3.967], [1.599, 2.696, -2.011], [0.157, 1.488, -2.597], [0.269, 2.176, -1.161], [-1.862, 2.467, -3.407], [-1.882, 4.325, -3.696], [-2.554, 2.965, -1.057], [-3.650, 3.782, -2.007], [-3.132, 5.233, -0.335], [-2.771, 5.759, -2.027], [0.284, 4.843, 0.954], [-0.778, 3.366, 0.454], [-1.405, 4.853, 1.394], [0.299, 7.023, 0.043], [-1.479, 6.959, 0.359], [-1.048, 7.252, -1.587], [1.789, 3.967, -3.839], [0.462, 5.033, -4.251], [0.321, 3.355, -4.817], [-1.611, -0.531, 0.199], [-0.557, -0.625, -0.661], [-2.811, -0.842, -0.396], [-1.424, -1.316, 1.313], [-1.629, 0.842, 0.592], [4.967, -1.299, -1.260], [3.879, -0.849, -0.295], [3.864, -1.221, 0.871], [2.766, 0.060, -0.727], [5.811, -1.922, -0.854], [5.589, -0.419, -1.663], [4.542, -1.677, -2.094], [1.936, -0.231, -0.319], [2.494, -0.061, -1.607], [3.359, 1.103, -0.673], [0.905, 1.105, 2.654], [1.798, 1.008, 3.850], [1.500, 1.577, 4.929], [2.967, 0.056, 3.848], [0.452, 0.030, 2.474], [1.700, 1.365, 1.972], [0.117, 1.746, 3.010], [3.394, 0.155, 4.681], [3.565, 0.134, 2.958], [2.795, -1.136, 3.814], [0.149, -0.104, -7.698], [-0.959, -0.551, -6.964], [-0.975, -0.530, -5.411], [-0.906, 0.816, -4.955], [-2.363, -1.042, -4.872], [-2.583, -1.358, -3.626], [0.361, -1.471, -4.975], [1.005, -1.049, -3.791], [0.939, -0.759, -7.722], [0.214, 0.977, -7.316], [-0.097, 0.071, -8.685], [-1.953, -2.455, -3.450], [-3.650, -1.383, -3.513], [-2.172, -0.650, -2.936], [0.309, -0.951, -2.864], [1.596, -0.061, -4.052], [1.656, -1.950, -3.608], [-0.836, -1.388, 7.515], [-1.606, -0.984, 6.414], [-1.405, -1.667, 5.033], [-0.272, -2.681, 5.091], [-2.785, -2.359, 4.742], [-2.937, -2.955, 3.533], [-1.263, -0.496, 4.043], [-2.176, 0.640, 4.026], [-1.278, -1.007, 8.394], [0.341, -1.214, 7.716], [-0.920, -2.373, 7.575], [-2.147, -3.620, 3.284], [-3.008, -2.205, 2.656], [-3.666, -3.774, 3.612], [-3.126, 0.238, 4.215], [-2.022, 1.151, 2.994], [-1.994, 1.320, 4.790], [-1.281, -4.303, 0.139], [-0.831, -5.012, 1.222], [0.696, -5.625, 1.243], [1.164, -5.661, -0.141], [1.718, -4.712, 1.982], [1.342, -3.285, 2.056], [0.855, -7.089, 1.850], [2.005, -7.703, 2.037], [-2.271, -3.886, 0.416], [-1.529, -4.907, -0.679], [-0.767, -3.606, -0.270], [0.349, -3.401, 2.745], [1.101, -2.821, 1.186], [2.002, -2.547, 2.408], [1.954, -8.812, 2.076], [2.644, -7.244, 2.861], [2.892, -7.560, 1.286]], "total_charge": 0, "homo_ev": -8.90, "total_energy_ha": -3580.32714, "multiplicity": 1, "orbital_gap_ev": 5.0, "e_above_lowest_kj_mol": 182.9}



Record 3
{"formula": "C24H58CdP2Si4", "method": "wB97M-V/def2-TZVPD", "species": ["P", "P", "C", "C", "H", "H", "H", "H", "C", "H", "H", "H", "C", "H", "H", "H", "C", "H", "H", "H", "C", "H", "H", "H", "Cd", "C", "C", "C", "C", "C", "C", "C", "C", "C", "H", "H", "H", "H", "H", "H", "H", "H", "H", "H", "H", "H", "H", "H", "H", "C", "Si", "C", "C", "Si", "Si", "C", "C", "C", "Si", "C", "C", "C", "H", "H", "H", "H", "H", "H", "H", "H", "H", "H", "H", "H", "H", "H", "H", "H", "H", "H", "H", "H", "H", "H", "H", "H", "H", "H", "H"], "positions_angstrom": [[1.553, 2.976, -4.118], [1.024, -0.240, -2.831], [1.254, 1.431, -5.103], [0.337, 0.413, -4.423], [2.235, 1.000, -5.365], [0.809, 1.704, -6.075], [-0.665, 0.846, -4.263], [0.198, -0.457, -5.087], [2.517, -1.120, -3.459], [2.922, -1.758, -2.659], [3.334, -0.478, -3.814], [2.242, -1.792, -4.283], [-0.034, -1.636, -2.400], [0.104, -2.413, -3.177], [-1.150, -1.409, -2.477], [0.270, -2.099, -1.442], [3.181, 3.871, -4.632], [3.043, 4.956, -4.634], [3.452, 3.553, -5.641], [4.039, 3.648, -3.994], [0.944, 4.039, -5.693], [-0.113, 3.874, -5.906], [1.532, 3.762, -6.582], [1.093, 5.114, -5.517], [-1.373, -0.536, -0.652], [1.790, 1.327, -1.971], [2.584, 2.378, -2.692], [2.888, 3.565, -1.754], [1.777, 4.659, -1.799], [0.918, 4.576, -3.019], [-0.042, 3.522, -3.273], [-0.535, 2.540, -2.180], [0.592, 2.025, -1.262], [-1.609, 0.800, 1.048], [2.382, 0.849, -1.185], [3.537, 1.955, -3.033], [3.830, 4.056, -2.038], [3.031, 3.156, -0.741], [1.130, 4.652, -0.906], [2.277, 5.645, -1.782], [0.813, 5.480, -3.594], [-0.836, 3.718, -4.015], [-1.067, 1.692, -2.650], [-1.316, 3.037, -1.563], [0.941, 2.877, -0.676], [0.202, 1.380, -0.463], [-2.497, 0.570, 1.662], [-1.760, 1.760, 0.539], [-0.725, 0.931, 1.707], [1.796, -1.193, 4.456], [-0.075, -1.020, 4.587], [-0.654, -2.090, 6.041], [-0.481, 0.769, 5.020], [-1.116, -1.625, 2.574], [-0.301, -3.738, 2.067], [-0.225, -4.889, 3.564], [-1.460, -4.491, 0.783], [1.449, -3.566, 1.395], [-3.341, -1.881, 3.263], [-3.624, -3.491, 4.204], [-3.907, -0.459, 4.371], [-4.395, -1.888, 1.701], [2.220, -1.164, 5.471], [2.215, -0.351, 3.889], [2.115, -2.127, 3.978], [-0.204, -1.661, 6.950], [-1.743, -2.085, 6.178], [-0.323, -3.133, 5.963], [0.252, 1.436, 4.549], [-1.483, 1.082, 4.705], [-0.405, 0.893, 6.110], [-1.216, -5.186, 3.928], [0.301, -5.802, 3.247], [0.334, -4.460, 4.403], [-1.391, -3.970, -0.181], [-1.163, -5.539, 0.624], [-2.510, -4.480, 1.105], [1.448, -3.183, 0.366], [2.072, -2.899, 2.003], [1.922, -4.559, 1.386], [-3.203, -3.463, 5.217], [-4.713, -3.626, 4.294], [-3.221, -4.369, 3.685], [-4.055, 0.460, 3.788], [-4.876, -0.741, 4.810], [-3.213, -0.238, 5.191], [-4.579, -0.863, 1.353], [-3.937, -2.457, 0.881], [-5.364, -2.349, 1.945]], "total_charge": 0, "homo_ev": [-4.38, -4.40], "total_energy_ha": -2957.29478, "multiplicity": 1, "orbital_gap_ev": [3.5, 3.2], "e_above_lowest_kj_mol": 457.3}